1.
Computed, not measured: a cluster of 8 separate species, C30H36F4N4O18 in total at a distorted geometry, with ωB97M-V/def2-TZVPD.

Geometry as XYZ:
```
92
Properties=species:S:1:pos:R:3
O -3.723 -19.938 -8.238
N -4.747 -20.574 -8.477
O -5.042 -21.588 -7.886
C -5.642 -20.290 -9.591
C -6.684 -21.182 -9.958
C -7.460 -20.839 -11.023
C -7.217 -19.654 -11.724
C -6.197 -18.782 -11.382
C -5.418 -19.078 -10.266
H -6.825 -22.054 -9.343
H -8.362 -21.337 -11.257
H -7.808 -19.374 -12.585
H -6.105 -17.858 -12.013
H -4.588 -18.423 -10.022
O -12.335 -18.272 -11.399
N -11.428 -18.609 -12.128
O -10.343 -18.079 -12.179
C -11.684 -19.640 -13.146
C -10.893 -19.612 -14.251
C -11.118 -20.513 -15.273
C -12.131 -21.468 -15.134
C -12.856 -21.542 -13.941
C -12.676 -20.636 -12.955
H -10.131 -18.877 -14.330
H -10.554 -20.552 -16.194
H -12.293 -22.147 -15.986
H -13.535 -22.327 -13.809
H -13.335 -20.615 -12.086
O -1.424 -17.771 -10.601
C -1.692 -17.496 -9.452
O -1.261 -18.003 -8.279
C -1.939 -17.431 -7.239
C -2.629 -16.175 -7.852
F -1.961 -15.034 -7.562
O -2.592 -16.437 -9.228
H -2.599 -18.182 -6.900
H -1.226 -17.009 -6.477
H -3.663 -16.059 -7.515
O -10.597 -21.142 -10.459
C -11.120 -20.890 -9.430
O -12.451 -21.025 -9.265
C -12.755 -20.577 -7.927
C -11.446 -20.002 -7.364
F -11.010 -20.579 -6.213
O -10.469 -20.368 -8.348
H -13.606 -19.841 -7.976
H -13.125 -21.461 -7.324
H -11.376 -18.910 -7.230
O -5.825 -15.856 -6.817
C -6.660 -16.720 -7.073
O -7.172 -17.035 -8.291
C -8.114 -18.057 -8.166
C -7.796 -18.590 -6.749
F -6.952 -19.636 -6.906
O -7.082 -17.612 -6.141
H -9.058 -17.698 -8.370
H -7.926 -18.930 -8.752
H -8.564 -18.942 -6.042
O -4.005 -25.607 -3.190
C -4.330 -24.899 -4.053
O -5.088 -25.174 -5.133
C -5.173 -24.017 -5.978
C -4.683 -22.948 -5.014
F -5.788 -22.334 -4.410
O -3.879 -23.642 -4.064
H -4.402 -24.108 -6.802
H -6.231 -24.004 -6.293
H -4.071 -22.171 -5.494
C -5.450 -13.899 -4.575
N -6.714 -13.474 -5.179
C -6.679 -12.554 -6.324
C -7.878 -14.134 -4.879
O -8.946 -14.021 -5.459
H -5.043 -14.672 -5.181
H -5.603 -14.227 -3.517
H -4.780 -13.020 -4.479
H -7.165 -13.125 -7.131
H -7.235 -11.647 -6.112
H -5.643 -12.317 -6.541
H -7.791 -14.825 -3.987
C -9.965 -13.781 -8.620
N -10.600 -15.077 -8.502
C -10.844 -15.761 -9.806
C -10.679 -15.784 -7.358
O -10.936 -16.965 -7.266
H -10.644 -13.098 -9.027
H -9.083 -13.884 -9.320
H -9.444 -13.326 -7.701
H -11.230 -16.737 -9.667
H -11.594 -15.195 -10.305
H -10.073 -15.743 -10.547
H -10.548 -15.251 -6.412
```

Calculated values
Net charge: 0
SMILES string: O=[N+]([O-])c1ccccc1.O=[N+]([O-])c1ccccc1.O=C1OC[C@@H](F)O1.O=C1OC[C@@H](F)O1.O=C1OC[C@@H](F)O1.O=C1OC[C@@H](F)O1.CN(C)C=O.CN(C)C=O
HOMO-LUMO gap (eV): 8.658
E_HOMO (eV): -9.490
M (Da): 816.620

***

2.
Computed, not measured: a cluster of 10 separate species, C30H36F9O31P in total at a distorted geometry, with ωB97M-V/def2-TZVPD.

Geometry as XYZ:
```
107
Properties=species:S:1:pos:R:3
O 5.651 -6.414 0.229
C 6.497 -6.869 1.004
O 7.813 -6.695 0.966
C 8.318 -7.463 2.017
C 7.235 -7.440 3.017
F 7.255 -6.280 3.627
O 6.113 -7.505 2.145
H 8.605 -8.477 1.739
H 9.283 -7.078 2.346
H 7.265 -8.211 3.787
O 8.164 2.042 5.690
C 7.772 1.103 5.043
O 8.589 0.264 4.298
C 7.893 -0.915 4.007
C 6.501 -0.317 3.895
F 5.549 -1.166 4.195
O 6.518 0.667 4.903
H 8.300 -1.314 3.079
H 7.859 -1.628 4.831
H 6.359 0.004 2.864
O -0.571 4.672 -4.585
C -0.446 5.056 -5.732
O -1.211 5.906 -6.387
C -0.899 5.964 -7.765
C 0.400 5.234 -7.878
F 1.375 6.058 -7.905
O 0.422 4.558 -6.653
H -1.543 5.358 -8.403
H -0.802 7.007 -8.064
H 0.472 4.508 -8.688
O -0.459 -7.632 0.072
C -0.127 -7.566 -1.078
O 0.257 -8.619 -1.822
C 0.252 -8.320 -3.206
C 0.562 -6.797 -3.069
F -0.209 -6.137 -3.953
O 0.064 -6.420 -1.780
H 0.989 -9.000 -3.633
H -0.745 -8.470 -3.619
H 1.620 -6.559 -3.183
O 2.936 5.216 4.776
C 2.759 5.505 3.572
O 1.659 5.891 3.046
C 1.764 6.163 1.693
C 3.254 5.770 1.376
F 3.782 6.832 0.936
O 3.759 5.392 2.602
H 1.053 5.580 1.108
H 1.662 7.197 1.362
H 3.279 4.973 0.633
O -4.884 7.100 6.873
C -4.320 6.087 6.459
O -3.928 5.050 7.221
C -3.371 3.937 6.510
C -3.496 4.465 5.099
F -4.277 3.685 4.351
O -4.036 5.780 5.191
H -2.339 3.768 6.817
H -3.914 3.010 6.695
H -2.534 4.414 4.590
O 0.303 0.844 1.907
C 0.607 0.442 0.767
O -0.064 -0.532 0.114
C 0.642 -0.832 -1.043
C 2.063 -0.633 -0.554
F 2.833 -0.391 -1.600
O 1.839 0.549 0.145
H 0.506 -1.782 -1.559
H 0.408 -0.067 -1.784
H 2.396 -1.487 0.036
O -5.222 -5.679 5.052
C -5.228 -4.468 4.848
O -4.246 -3.624 5.271
C -4.407 -2.315 4.652
C -5.456 -2.666 3.607
F -4.843 -2.908 2.442
O -6.088 -3.773 4.151
H -4.772 -1.574 5.363
H -3.451 -2.015 4.223
H -6.222 -1.944 3.326
O 2.092 -1.201 -7.357
C 3.261 -0.891 -7.143
O 3.647 0.262 -6.645
C 5.097 0.380 -6.762
C 5.545 -1.104 -6.922
F 5.904 -1.470 -5.678
O 4.338 -1.737 -7.306
H 5.284 1.006 -7.634
H 5.612 0.820 -5.908
H 6.402 -1.277 -7.573
C -9.285 2.567 -2.715
O -8.806 2.547 -1.393
P -8.358 1.103 -0.782
O -8.817 -0.074 -1.510
O -8.966 1.180 0.707
C -10.395 1.273 0.911
O -6.763 1.159 -0.464
C -5.871 1.798 -1.346
H -8.811 1.911 -3.445
H -9.232 3.603 -3.051
H -10.292 2.154 -2.655
H -10.977 0.426 0.549
H -10.721 2.126 0.317
H -10.613 1.399 1.972
H -5.325 2.612 -0.869
H -6.246 2.212 -2.281
H -5.048 1.148 -1.643
```

Calculated values
Net charge: 0
SMILES string: O=C1OC[C@@H](F)O1.O=C1OC[C@@H](F)O1.O=C1OC[C@@H](F)O1.O=C1OC[C@@H](F)O1.O=C1OC[C@@H](F)O1.O=C1OC[C@@H](F)O1.O=C1OC[C@@H](F)O1.O=C1OC[C@@H](F)O1.O=C1OC[C@@H](F)O1.COP(=O)(OC)OC
HOMO-LUMO gap (eV): 10.680
E_HOMO (eV): -10.656
M (Da): 1094.543
ΔE to the lowest compared entry with this formula, charge and spin (kJ/mol): 545.95

***

Q: Among the records above, which one has the highest E_HOMO?
A: C30H36F4N4O18